# 1
Entry from OMol25: a cluster of 3 separate species, C14H35BF3N3O6S in total (ωB97M-V with the def2-TZVPD basis set).

```
63
Properties=species:S:1:pos:R:3:forces:R:3
N 2.219 -3.549 -0.350 -0.060 0.258 -0.304
C 1.911 -2.162 -0.036 -0.387 -0.767 -0.311
B 0.460 -1.682 -0.258 0.389 0.329 0.672
S -0.924 -2.670 -1.113 0.019 -0.328 -1.797
O -0.487 -3.853 -1.798 0.230 -0.464 0.692
O -1.570 -1.705 -1.973 -0.430 0.377 0.927
C -2.189 -3.270 0.148 -0.302 0.179 -0.366
F -2.055 -4.577 0.322 -0.044 0.223 0.213
F -2.030 -2.636 1.320 -0.216 -0.315 -0.274
F -3.402 -3.005 -0.329 0.257 -0.137 0.226
H 3.208 -3.722 -0.389 0.151 -0.119 0.189
H 1.766 -4.203 0.263 0.006 -0.197 0.090
H 2.149 -1.867 0.995 0.090 0.284 0.135
H 2.528 -1.529 -0.676 0.072 0.344 -0.031
H 0.160 -0.592 0.084 -0.247 -0.049 -0.106
C -0.305 2.098 7.036 0.139 -0.028 0.003
O 0.329 0.834 7.068 -0.161 0.133 -0.044
C -0.547 -0.262 7.298 0.183 -0.251 0.115
C -0.723 -1.105 6.052 -0.041 0.184 -0.138
N -1.491 -0.403 5.032 0.196 -0.059 -0.016
C -1.479 -1.032 3.714 -0.108 0.226 0.111
C -0.133 -1.205 3.009 0.143 0.102 0.222
O 0.474 0.001 2.583 0.051 -0.039 0.136
C 1.200 0.708 3.575 -0.006 0.116 -0.201
H 0.476 2.856 7.065 0.034 -0.032 -0.012
H -0.890 2.243 6.122 -0.096 0.027 0.056
H -0.954 2.238 7.905 -0.056 0.007 -0.022
H -1.512 0.075 7.688 -0.037 0.071 -0.094
H -0.077 -0.883 8.065 -0.027 0.006 0.025
H -1.248 -2.027 6.320 0.005 -0.021 -0.018
H 0.281 -1.378 5.702 0.024 -0.101 0.098
H -1.136 0.539 4.942 -0.007 0.041 0.025
H -2.112 -0.416 3.071 0.003 -0.072 -0.085
H -1.969 -2.006 3.798 0.091 -0.059 -0.014
H -0.316 -1.763 2.101 0.013 -0.104 -0.160
H 0.577 -1.806 3.592 -0.005 0.116 0.142
H 1.684 0.035 4.286 -0.062 -0.016 0.060
H 0.559 1.414 4.108 0.044 -0.048 0.138
H 1.970 1.287 3.065 -0.002 -0.036 -0.038
C 0.160 1.580 -2.153 0.145 0.049 -0.058
O 0.987 0.884 -3.067 -0.140 -0.013 0.157
C 0.316 -0.152 -3.790 0.230 -0.066 -0.241
C 0.112 0.236 -5.241 0.004 0.218 0.061
N -0.879 1.296 -5.380 0.164 0.008 -0.071
C -0.941 1.908 -6.705 -0.147 0.033 0.196
C 0.304 2.598 -7.255 -0.067 -0.004 -0.254
O 0.664 3.793 -6.588 0.057 -0.080 0.071
C 1.407 3.624 -5.395 -0.069 0.231 -0.060
H 0.808 2.184 -1.518 0.034 -0.008 -0.033
H -0.540 2.251 -2.663 -0.087 -0.031 0.060
H -0.406 0.892 -1.520 -0.101 0.025 -0.041
H -0.621 -0.428 -3.311 0.025 0.216 -0.127
H 0.972 -1.028 -3.763 -0.017 -0.008 0.012
H -0.227 -0.643 -5.797 -0.004 -0.002 -0.023
H 1.092 0.533 -5.641 0.041 -0.138 -0.025
H -0.686 2.018 -4.701 -0.007 0.009 0.036
H -1.737 2.655 -6.668 -0.017 -0.003 -0.072
H -1.259 1.143 -7.421 0.061 -0.021 -0.023
H 0.073 2.899 -8.281 0.000 0.019 0.004
H 1.165 1.922 -7.322 0.017 -0.019 0.144
H 2.075 2.761 -5.447 -0.046 -0.067 0.029
H 0.750 3.532 -4.526 0.074 -0.132 0.060
H 2.010 4.522 -5.255 0.002 0.002 -0.045
```
Forces are in eV/Å.

Computed properties:
electronic energy: -51500.0215 eV
LUMO level: -1.2 eV
gap between HOMO and LUMO: 7.3 eV
SMILES string: NCBS(=O)(=O)C(F)(F)F.COCCNCCOC.COCCNCCOC

# 2
Entry from OMol25: a structure of composition C14H35FIN3O7S (ωB97M-V with the def2-TZVPD basis set).

```
62
Properties=species:S:1:pos:R:3:forces:R:3
O -3.489 4.550 -2.201 -0.278 0.192 -2.197
S -3.188 4.830 -0.869 0.822 -1.861 -0.990
O -3.778 3.943 0.056 -0.410 0.304 1.797
F -3.617 6.284 -0.610 0.046 0.672 0.661
N -1.549 4.967 -0.739 -0.331 0.566 0.756
I -0.626 3.139 -0.936 0.146 0.071 -0.028
C -1.102 5.751 0.441 -0.192 -0.047 -0.124
C -1.755 5.418 1.760 0.043 0.134 0.724
O -1.508 4.087 2.145 0.035 -0.427 0.078
H -0.033 5.641 0.545 0.295 -0.256 -0.180
H -1.276 6.796 0.208 -0.117 0.245 -0.021
H -1.299 6.070 2.507 0.068 0.247 0.054
H -2.818 5.637 1.784 -0.184 0.046 -0.224
H -2.332 3.644 2.378 0.118 0.142 -0.233
C 4.462 0.207 4.046 0.048 0.108 -0.076
O 5.242 0.022 2.883 -0.150 -0.063 0.169
C 5.134 -1.270 2.298 0.263 -0.062 -0.242
C 4.355 -1.233 0.999 -0.149 0.177 0.125
N 2.941 -0.968 1.229 0.108 0.103 -0.153
C 2.174 -0.628 0.030 -0.053 0.074 0.270
C 2.592 0.593 -0.786 -0.053 -0.061 -0.178
O 2.368 1.845 -0.153 0.128 -0.187 -0.075
C 3.352 2.224 0.792 -0.251 0.204 0.053
H 4.799 1.123 4.528 0.040 0.012 -0.036
H 3.398 0.320 3.811 -0.032 -0.085 0.087
H 4.588 -0.622 4.748 -0.038 -0.021 0.004
H 4.700 -1.990 2.998 -0.101 0.065 0.033
H 6.153 -1.596 2.073 0.002 -0.033 0.027
H 4.462 -2.198 0.494 -0.015 0.007 -0.031
H 4.822 -0.465 0.368 0.120 -0.097 -0.055
H 2.852 -0.209 1.890 0.002 0.011 0.057
H 1.143 -0.473 0.351 0.039 -0.073 -0.081
H 2.168 -1.501 -0.630 0.003 0.027 -0.040
H 1.964 0.608 -1.682 -0.008 0.008 0.007
H 3.626 0.527 -1.146 0.054 0.049 0.120
H 4.350 1.888 0.505 0.001 -0.084 0.016
H 3.104 1.852 1.789 0.152 -0.075 0.038
H 3.356 3.313 0.850 -0.023 0.004 -0.085
C -2.649 -3.269 -4.413 -0.007 0.135 0.034
O -3.601 -2.775 -3.493 0.133 -0.165 -0.101
C -4.232 -3.773 -2.702 -0.292 0.122 0.154
C -3.760 -3.725 -1.263 0.208 0.061 -0.098
N -2.379 -4.172 -1.138 -0.023 0.142 0.054
C -1.754 -3.883 0.151 0.069 -0.138 -0.167
C -1.655 -2.432 0.612 0.009 -0.040 0.291
O -0.754 -1.634 -0.134 -0.200 0.010 -0.040
C -1.256 -1.129 -1.355 0.233 -0.031 -0.053
H -2.415 -2.464 -5.109 -0.034 0.037 0.022
H -1.719 -3.568 -3.917 0.001 -0.113 -0.063
H -3.042 -4.116 -4.980 0.026 -0.036 0.012
H -4.094 -4.770 -3.130 0.122 0.004 -0.013
H -5.303 -3.550 -2.715 -0.013 -0.034 -0.018
H -4.403 -4.370 -0.657 0.015 0.006 0.030
H -3.892 -2.691 -0.918 -0.151 -0.018 0.032
H -1.825 -3.738 -1.864 -0.011 -0.011 -0.039
H -0.738 -4.281 0.104 0.009 -0.008 0.075
H -2.281 -4.455 0.922 -0.038 0.051 0.027
H -1.252 -2.449 1.627 0.035 0.009 -0.004
H -2.633 -1.942 0.682 -0.027 -0.006 -0.155
H -2.320 -0.891 -1.298 -0.021 -0.059 -0.034
H -1.068 -1.834 -2.170 -0.197 0.045 -0.091
H -0.711 -0.213 -1.597 0.008 0.002 0.118
```
Forces are in eV/Å.

Computed properties:
electronic energy: -55537.2250 eV
LUMO level: -0.4 eV
gap between HOMO and LUMO: 8.2 eV

# 3
Entry from OMol25: a structure of composition C14H36AlN2O5 (ωB97M-V with the def2-TZVPD basis set).

```
58
Properties=species:S:1:pos:R:3:forces:R:3
Al 0.001 -0.552 0.114 0.044 0.034 -0.105
C -5.635 3.071 2.642 -0.261 0.134 -0.576
C -4.362 3.436 1.776 -0.891 -0.349 0.895
O -3.856 2.247 1.167 0.703 0.574 0.721
H -5.496 2.456 3.532 0.796 -0.113 -0.255
H -6.337 2.532 2.007 -0.233 0.267 0.008
H -6.061 3.996 3.032 -0.134 0.172 -0.359
H -3.713 3.915 2.508 0.854 -0.641 -0.309
H -4.548 4.179 1.000 -0.578 -0.044 0.021
H -4.469 1.992 0.473 -0.279 0.011 -0.160
C 0.664 3.806 1.008 0.216 0.350 -0.144
O 0.446 3.148 -0.256 -0.208 0.083 -0.304
C 0.006 4.074 -1.255 0.346 0.279 -1.302
C -0.093 3.507 -2.738 -0.043 -0.845 3.127
N -1.016 2.344 -2.783 1.612 2.005 -1.171
C -0.814 1.757 -4.074 -0.197 -2.654 0.622
C -1.608 0.465 -4.191 -0.089 0.776 -1.192
O -1.539 -0.448 -3.123 -0.358 0.225 -0.226
C -2.498 -1.485 -3.370 0.158 -1.113 1.144
H 1.415 4.593 0.934 0.249 0.074 -0.392
H 1.041 3.121 1.767 -0.274 -0.333 -0.357
H -0.226 4.326 1.364 -0.330 -0.260 -0.062
H 0.737 4.878 -1.345 0.040 0.298 0.338
H -0.944 4.522 -0.966 -0.225 -0.082 0.068
H 0.897 3.225 -3.097 -0.144 -0.183 0.082
H -0.513 4.239 -3.428 0.067 0.623 0.218
H -1.958 2.704 -2.736 -0.609 -0.277 0.635
H 0.221 1.481 -4.274 0.213 0.639 0.355
H -1.179 2.436 -4.845 0.057 0.099 -0.386
H -1.152 0.007 -5.069 -0.758 -0.366 -0.440
H -2.648 0.762 -4.334 -0.224 -0.351 -0.319
H -2.327 -2.137 -4.227 0.812 0.231 -0.267
H -3.545 -1.214 -3.504 0.066 0.903 0.296
H -2.404 -2.096 -2.472 -0.310 -0.247 -0.135
C 1.212 -4.809 -1.527 1.187 0.122 -0.132
O 1.305 -4.141 -0.234 -0.584 -0.535 -1.246
C 1.694 -5.054 0.770 0.335 0.544 -0.352
C 2.477 -4.328 1.814 -0.388 1.046 -1.214
N 1.656 -3.381 2.621 2.381 -2.037 0.125
C 2.503 -2.804 3.639 -0.355 2.109 0.934
C 3.612 -1.802 3.255 -0.604 -0.302 -0.850
O 3.210 -0.800 2.291 -0.205 -0.531 0.945
C 4.338 0.041 2.033 0.190 -0.579 -0.582
H 0.564 -5.685 -1.567 -0.346 0.240 0.389
H 2.213 -5.168 -1.765 0.299 -0.358 0.203
H 1.065 -4.140 -2.375 -0.705 0.473 0.597
H 2.424 -5.755 0.365 -0.374 -0.540 -0.250
H 0.839 -5.565 1.212 -0.191 -0.231 -0.115
H 3.319 -3.836 1.328 -0.140 0.366 0.111
H 2.919 -5.178 2.334 -0.001 0.077 1.154
H 1.039 -4.022 3.098 -1.077 0.337 0.228
H 2.857 -3.612 4.279 0.838 -0.348 -0.085
H 1.937 -2.287 4.413 -0.787 0.210 -0.226
H 4.462 -2.337 2.832 0.398 -0.018 -0.030
H 3.944 -1.269 4.146 0.021 -0.277 0.248
H 4.037 0.952 1.516 -0.195 -0.123 0.193
H 4.956 -0.554 1.361 0.456 0.271 -0.230
H 4.930 0.250 2.923 -0.238 0.165 0.117
```
Forces are in eV/Å.

Computed properties:
electronic energy: -34878.2355 eV
total charge: +3
energy above the lowest of the compared OMol25 structures with the same formula, charge and spin: 5.5417 eV
LUMO level: -15.3 eV
gap between HOMO and LUMO: 1.8 eV

> Which of these has the lowest electronic energy?

C14H35FIN3O7S